Density functional theory data (ωB97M-V/def2-TZVPD) for one molecule with the formula C17H22N6O2S2 in a non-equilibrium geometry.

Geometry as XYZ:
```
49
Properties=species:S:1:pos:R:3:forces:R:3
H -1.635 2.141 -1.032 0.1 -0.8 -0.5
H -4.138 -1.050 2.506 0.3 -0.1 -0.7
C 1.507 0.722 1.383 -1.1 1.3 1.1
H 0.744 1.165 2.075 0.7 -0.1 -0.4
H 1.415 -0.521 -0.278 1.4 -1.2 -1.2
N -4.820 -5.807 -0.081 1.6 1.7 -1.6
C -3.175 -1.890 -0.665 1.1 2.7 -0.6
H 0.579 2.285 -2.227 -1.3 0.4 -0.3
H 4.190 4.128 -0.956 -0.2 0.0 -0.4
H 2.197 0.151 2.064 -0.5 0.4 -1.1
H 5.928 4.008 -0.481 -1.0 0.6 0.1
C -3.679 -4.117 -1.478 0.0 -0.5 -0.1
H -2.054 -0.453 -1.964 0.1 -0.7 0.7
C -1.299 1.379 -0.310 0.8 1.0 0.7
H 1.787 1.214 -1.884 0.8 -1.2 0.1
N -3.353 -5.062 -2.353 0.1 0.1 -0.3
S -4.734 -3.433 1.113 -0.3 -0.7 -1.4
C -2.852 0.172 1.245 -0.5 -1.9 0.4
C 1.491 2.696 -0.275 -0.2 -0.8 -1.3
H -3.418 -7.056 -2.908 0.4 -0.3 -0.2
H 2.028 3.517 -0.715 1.0 0.1 0.1
C -4.474 -4.513 -0.348 0.4 -0.5 1.4
C 4.872 4.224 -0.135 1.6 -1.7 0.9
S 3.854 1.689 0.474 2.9 1.9 -2.6
O 4.552 0.600 1.135 -1.9 1.3 1.1
C 0.972 1.705 -1.421 -0.8 0.7 4.2
H -2.601 -2.636 -2.631 -1.6 -0.5 2.8
C -3.661 -6.355 -2.140 -1.0 1.4 1.5
H 5.242 4.455 2.608 -0.6 -0.1 -0.7
H 0.118 -0.907 0.700 -0.9 -0.2 0.7
O 4.033 1.598 -0.976 -0.6 0.8 1.1
H 4.800 5.184 0.341 0.1 0.6 -0.1
N -3.179 -2.795 -1.711 -0.3 -2.2 -1.3
C -2.405 -0.694 -0.942 -1.7 -1.5 -0.3
H -2.597 0.812 2.097 -0.3 0.1 -0.6
H -1.317 1.984 0.588 0.5 0.5 0.8
H 0.615 3.231 0.119 0.2 -0.6 0.6
H 4.392 2.955 3.108 1.7 0.5 -1.8
H -4.457 -7.719 -0.674 -0.5 -1.1 0.0
H 6.099 3.043 2.228 0.7 -0.9 0.7
C -3.872 -1.995 0.571 1.4 0.4 -0.6
N 4.526 3.261 0.931 -1.7 -1.6 -0.1
C 5.100 3.410 2.279 -1.7 -0.2 0.7
C -2.232 0.280 -0.003 -0.9 0.0 0.7
N 2.249 1.967 0.798 -0.9 -2.2 0.7
C -3.670 -0.978 1.508 0.6 1.4 0.1
N -0.008 0.814 -0.649 1.1 -0.4 -1.5
C 0.696 -0.093 0.339 0.9 3.1 -1.2
C -4.357 -6.715 -0.974 0.2 1.4 -0.3
```
Forces are in eV/Å.

- frontier orbital gap (eV) = 7.71
- LUMO energy (eV) = 0.27
- SMILES = CN(C)S(=O)(=O)N1CCN(Cc2ccc3c(c2)Nc2nccnc2S3)CC1
- ΔE to the lowest compared entry with this formula, charge and spin (eV) = 3.829

Need the natural (NBO) charges? In units of e they are:
1 H 0.216
2 H 0.221
3 C -0.240
4 H 0.194
5 H 0.201
6 N -0.381
7 C 0.164
8 H 0.204
9 H 0.219
10 H 0.246
11 H 0.186
12 C 0.322
13 H 0.213
14 C -0.249
15 H 0.230
16 N -0.420
17 S 0.322
18 C -0.235
19 C -0.230
20 H 0.207
21 H 0.216
22 C 0.025
23 C -0.395
24 S 2.385
25 O -0.898
26 C -0.226
27 H 0.438
28 C -0.009
29 H 0.204
30 H 0.227
31 O -0.973
32 H 0.199
33 N -0.598
34 C -0.177
35 H 0.216
36 H 0.163
37 H 0.205
38 H 0.218
39 H 0.200
40 H 0.194
41 C -0.249
42 N -0.687
43 C -0.417
44 C -0.042
45 N -0.689
46 C -0.190
47 N -0.460
48 C -0.242
49 C -0.030

Density functional theory data (ωB97M-V/def2-TZVPD) for a 2-piece molecular cluster, C3H6NO2 overall in a non-equilibrium geometry.

Geometry as XYZ:
```
12
Properties=species:S:1:pos:R:3:forces:R:3
C 0.650 0.743 -0.574 1.2 0.7 1.6
H -0.140 0.269 0.021 -0.4 -0.4 -0.9
H 0.950 -1.671 -0.863 0.0 0.1 0.0
H 0.512 1.801 -0.794 0.0 0.0 0.0
O -1.819 0.154 1.795 0.2 -0.5 -0.2
H 2.026 -1.443 0.535 -0.1 -0.1 0.1
N 1.839 0.278 -0.645 -1.3 -0.4 -1.5
H 2.729 -1.600 -1.046 -0.3 0.2 -0.1
C -2.600 0.660 0.966 -0.4 1.2 0.1
C 1.859 -1.183 -0.514 0.9 -0.1 0.8
O -2.957 0.333 -0.180 0.3 -0.6 -0.1
H -3.049 1.659 1.298 0.0 -0.2 0.1
```
Forces are in eV/Å.

- frontier orbital gap (eV) = 7.99
- LUMO energy (eV) = 4.02
- total charge = -1
- ΔE to the lowest compared entry with this formula, charge and spin (eV) = 1.635

Need the natural (NBO) charges? In units of e they are:
1 C -0.056
2 H 0.210
3 H 0.195
4 H 0.152
5 O -0.794
6 H 0.193
7 N -0.437
8 H 0.180
9 C 0.631
10 C -0.451
11 O -0.786
12 H -0.036

Density functional theory data (ωB97M-V/def2-TZVPD) for an isolated ion of composition C7H3N2O4S and charge -1 in a non-equilibrium geometry.

Geometry as XYZ:
```
17
Properties=species:S:1:pos:R:3:forces:R:3
C 1.948 -2.680 1.353 -0.7 -0.8 1.0
H -1.816 2.565 -1.546 -0.1 0.1 0.0
N 1.209 -1.686 0.742 0.6 0.0 -0.3
O 3.274 -1.636 -0.592 0.0 -0.1 0.1
C -1.151 1.730 -1.412 0.0 0.0 -0.1
H -0.256 1.529 -3.402 0.0 0.2 -0.2
O -2.446 2.443 1.113 0.1 -0.2 0.0
C -1.752 1.447 1.043 -0.2 0.1 0.5
S 0.599 -0.111 -1.817 -0.3 0.3 0.3
C -1.036 1.052 -0.165 0.5 -0.3 -0.2
C -0.119 0.020 -0.232 1.0 -2.7 1.4
O 1.901 -3.475 2.263 0.1 0.1 -0.1
C 2.478 -1.976 0.251 0.7 0.7 -1.1
N 0.102 -0.986 0.799 -1.7 2.7 -1.2
C -0.359 1.222 -2.379 0.2 -0.2 0.0
H -0.984 -0.102 1.876 0.1 -0.1 0.0
O -1.592 0.644 2.106 -0.1 0.2 0.0
```
Forces are in eV/Å.

- frontier orbital gap (eV) = 7.20
- LUMO energy (eV) = 3.06
- total charge = -1
- SMILES = O=c1c(=O)n1/N=C1\SC=C\C1=C(/[O-])O

Need the natural (NBO) charges? In units of e they are:
1 C 0.542
2 H 0.230
3 N -0.177
4 O -0.626
5 C -0.200
6 H 0.220
7 O -0.634
8 C 0.783
9 S 0.385
10 C -0.331
11 C 0.053
12 O -0.627
13 C 0.519
14 N -0.497
15 C -0.446
16 H 0.511
17 O -0.704

Density functional theory data (ωB97M-V/def2-TZVPD) for a 10-piece molecular cluster, C39H91F6N5O17P overall in a non-equilibrium geometry.

Geometry as XYZ:
```
159
Properties=species:S:1:pos:R:3:forces:R:3
H -3.865 3.862 1.616 0.2 0.1 -0.1
H 3.508 -4.462 3.057 -0.3 -0.3 -0.5
O -5.265 4.617 -3.347 0.2 0.4 0.4
H 3.904 0.989 -1.529 0.0 0.1 0.1
C 0.225 -4.488 0.750 0.0 0.0 -0.9
H -2.988 -1.587 -0.821 -0.1 -0.3 0.2
C 1.027 3.175 -6.599 -1.0 -0.2 0.1
C 2.594 6.343 -1.887 -0.2 0.4 -0.6
H -5.257 -3.921 5.198 -0.8 0.2 -0.3
C -3.244 1.300 1.932 -0.4 -1.1 -0.7
O 3.360 7.038 -2.528 0.4 -0.2 0.3
C 2.571 -4.200 3.563 0.4 0.4 0.3
C 7.918 3.988 0.823 -0.2 0.7 0.3
H 4.352 -2.038 -4.816 0.0 0.4 -0.3
C 1.419 -0.350 3.009 0.0 0.2 0.1
C 5.360 5.642 1.317 0.0 0.9 0.6
O -5.286 -0.037 1.987 0.3 0.0 0.3
H -6.493 -2.437 2.621 0.3 0.0 -0.2
C -6.118 -1.834 3.452 0.3 0.2 1.5
H 2.818 2.157 4.849 -0.3 0.0 0.1
C -4.800 -3.635 4.238 0.9 -0.2 0.9
H 0.694 -2.080 -4.199 -0.3 -0.3 -0.2
H 0.210 2.786 -7.221 0.3 -0.3 -0.1
H 7.071 3.765 0.179 -0.1 -0.3 0.2
O 5.291 1.693 -0.118 0.7 1.1 -0.3
H 5.324 3.118 2.284 0.5 0.0 -0.5
H 0.668 5.105 -1.018 -0.5 -0.4 -0.2
C 1.352 4.321 -1.332 0.9 -0.1 0.3
H 1.898 -6.713 3.181 -0.2 0.0 -0.1
O 1.259 -4.783 1.650 -0.2 0.0 0.3
C 1.356 -2.834 -3.750 -0.7 1.2 -0.2
O -7.607 -0.420 -2.355 0.4 -0.4 0.0
C -2.434 3.529 -1.423 0.2 -0.4 -0.4
H -0.699 -4.154 1.235 0.1 -0.1 0.2
C -4.341 4.606 -2.543 -0.3 -0.4 -0.5
C -3.832 -4.063 0.073 0.2 -0.4 -0.1
H -5.160 -4.252 3.415 0.0 -0.1 0.0
H -0.007 3.075 -4.044 -0.1 -0.2 0.4
H 3.905 1.373 1.300 -0.6 0.2 0.1
F 0.480 1.288 -0.332 0.8 -0.3 0.1
H -3.782 -3.522 -3.144 0.0 0.4 0.0
H -2.396 2.575 -0.892 -0.3 0.1 0.1
H -3.690 4.190 3.334 0.3 0.0 0.1
C -5.647 -1.440 -1.139 -0.5 -0.4 -0.4
O 2.450 -8.028 5.394 0.3 0.1 -0.2
C 1.165 2.051 2.883 0.2 0.6 -0.4
H -2.528 4.341 -0.703 0.3 0.1 -0.1
H 0.964 -6.775 6.054 0.1 -0.1 0.1
H 1.896 3.330 -7.226 0.2 0.2 0.3
H -2.262 3.573 2.383 0.0 0.3 0.1
H 0.376 1.258 -3.959 -0.2 0.4 0.7
H 8.808 3.955 0.200 0.2 0.1 0.2
H -4.427 -4.851 0.530 0.2 0.0 0.3
C -6.712 -0.364 -1.273 0.5 0.7 0.9
C 1.285 -7.302 5.142 -0.9 1.0 0.1
H 0.943 -0.972 3.771 0.2 0.0 0.2
H 1.965 -2.900 2.040 -0.1 0.1 0.0
O 1.355 3.223 3.167 0.3 0.0 0.4
F -0.351 -1.659 -1.384 0.3 -0.2 0.2
C 3.499 4.182 -2.584 0.8 1.6 -0.7
H -2.758 -4.226 0.230 0.0 -0.4 -0.2
H -7.063 0.001 2.932 0.0 -0.3 -0.3
O -4.852 -2.263 3.959 -0.2 -0.1 -0.7
H -0.784 1.852 -5.078 0.1 0.2 -0.3
H 1.970 -9.946 5.990 -0.4 0.0 0.1
H 1.879 6.830 -1.202 -0.2 -0.3 0.1
H -3.493 -0.863 1.556 0.5 0.3 -0.2
C 0.140 2.131 -4.567 0.6 -0.8 -0.8
H -4.012 -3.112 0.584 -0.4 0.1 -0.3
C 1.423 -6.249 4.054 1.0 -1.1 -0.2
H -5.236 -1.494 -0.128 -0.2 0.4 0.2
H 0.430 -7.925 4.842 0.2 -0.4 0.0
H -1.508 3.538 -2.008 0.2 0.4 0.4
H -5.761 0.267 3.982 0.5 -0.4 0.1
H 5.606 0.727 -1.937 0.2 0.5 0.1
H -4.406 1.712 -2.599 0.0 -0.4 -0.4
O 3.502 2.116 -5.713 0.4 -0.5 0.2
H 0.035 -5.392 0.168 -0.1 -0.1 0.2
C -3.344 3.546 2.529 -0.7 -0.6 -0.1
C 4.895 0.788 -1.111 -0.1 -1.1 0.1
F -0.954 -0.291 0.384 0.1 -0.2 -0.4
H 4.898 -0.226 -0.683 -0.4 0.0 0.0
F 1.221 -0.934 0.142 0.0 0.3 -0.2
H -7.778 -0.646 -4.339 0.1 -0.2 0.0
C 2.734 1.127 4.515 -0.1 -0.3 -0.1
H 3.349 -1.145 -3.741 -0.4 -0.1 0.1
N 1.265 2.264 -5.502 -1.2 0.0 0.2
H -2.740 -1.305 -2.509 0.5 -0.5 0.1
H 1.657 -8.638 7.228 -0.5 0.0 -0.3
H -2.364 -3.732 -2.145 0.2 0.4 0.1
N -3.525 3.560 -2.372 0.5 -0.8 0.0
C 6.644 5.552 2.115 0.3 -0.7 0.3
N 1.703 0.982 3.514 -0.4 0.2 -0.6
H -4.120 2.648 -4.124 -0.3 -0.2 0.1
H 5.474 6.412 0.550 0.2 -0.3 -0.3
H 0.811 -3.760 -3.613 0.3 -0.2 -0.2
C -3.867 -0.062 2.197 -0.1 0.0 0.3
H 2.333 -0.816 2.638 0.0 -0.1 0.1
H 0.730 -0.297 2.174 0.0 0.1 0.0
H 0.595 -3.355 3.020 -0.1 -0.3 0.3
H -7.330 -0.317 -0.375 -0.1 -0.3 0.0
H 0.508 -3.731 0.007 0.1 0.2 0.3
F -0.957 0.453 -1.835 0.1 -0.1 0.0
H 3.709 0.846 4.099 0.0 -0.1 0.0
C 1.515 -3.747 2.573 0.7 0.0 -0.5
C 3.320 -1.705 -4.675 0.9 -0.6 -0.3
H -3.502 1.574 0.899 0.1 0.2 0.0
O -3.761 2.224 2.849 0.2 0.3 0.2
H 8.002 3.316 1.681 0.0 -0.5 -0.3
H -3.758 -3.865 4.485 0.1 0.0 -0.7
H 1.647 3.742 -0.449 0.3 0.4 0.2
C -6.046 -0.358 3.128 -0.7 0.5 -0.2
H -6.084 -2.429 -1.329 0.1 0.0 -0.2
H 6.755 6.485 2.673 0.2 0.2 -0.4
H 3.778 -3.903 -5.855 0.1 -0.1 0.0
H 4.622 6.107 1.993 -0.3 -0.5 0.1
H 2.876 -3.314 4.129 -0.3 0.0 0.3
H 3.240 -9.164 6.906 0.2 0.1 -0.4
O -4.597 -1.133 -2.044 -0.2 -0.7 0.3
H 4.319 4.862 -2.837 -0.1 0.1 0.0
H 6.605 4.796 2.915 -0.4 -0.1 -0.1
H -6.139 0.574 -1.242 -0.2 0.2 -0.3
P 0.147 -0.223 -0.834 -1.2 0.4 0.0
C -3.379 -3.316 -2.151 -0.5 -0.7 0.4
C -3.383 -1.844 -1.808 0.2 1.2 -1.0
C -6.985 -0.401 -3.629 -0.7 0.3 -0.4
H -3.614 -0.351 3.218 -0.3 0.0 0.1
C 4.580 3.376 1.520 -0.3 0.2 0.5
H 3.974 3.502 -1.881 -0.6 -0.5 -0.1
H -6.670 0.608 -3.916 0.3 0.0 0.3
C -3.715 2.337 -3.163 -0.4 0.7 0.1
H -4.070 5.447 -1.884 -0.2 0.1 0.0
O -4.191 -4.137 -1.292 0.2 0.7 0.1
H -2.791 1.796 -3.354 0.2 0.2 0.4
H -6.799 -1.978 4.303 -0.5 0.2 -0.2
H 0.552 4.072 -6.188 0.7 0.4 -0.1
H 1.549 -2.332 -2.802 0.5 -0.6 0.2
O 7.813 5.308 1.365 0.2 0.6 -0.5
H 2.377 1.179 -4.241 0.5 -0.2 0.1
O 2.313 -5.122 -5.129 -0.1 -0.3 -0.2
O 4.918 4.472 0.697 0.1 -0.3 -0.4
C 2.285 -8.987 6.402 0.7 -0.1 0.6
H 2.477 0.443 5.327 0.3 0.2 0.2
C 2.478 1.810 -5.134 -0.3 0.8 -0.5
H 3.019 -1.047 -5.491 -0.1 0.0 0.0
H 0.419 -5.931 3.763 0.0 0.2 0.1
H 0.966 3.530 -1.976 -0.5 0.5 -0.3
N 2.533 -2.922 -4.591 -0.3 0.2 0.8
C 4.217 2.201 0.649 0.1 -0.5 0.1
H 3.709 3.634 2.138 -0.3 -0.1 -0.2
H 3.199 3.814 -3.564 -0.1 -0.7 0.3
H -2.156 1.182 2.007 0.0 0.2 0.0
O 2.255 -5.206 4.504 -0.6 0.5 0.4
C 2.887 -4.059 -5.225 0.0 0.5 0.3
H 0.560 1.834 1.991 -0.1 -0.6 0.2
H -6.161 -1.104 -3.712 0.0 0.0 0.0
F 1.284 -0.131 -1.979 0.0 0.2 -0.1
N 2.458 5.003 -1.998 -0.1 -0.7 0.8
H 3.420 2.511 -0.031 -0.3 -0.2 0.2
```
Forces are in eV/Å.

- frontier orbital gap (eV) = 9.21
- LUMO energy (eV) = 1.91
- total charge = -1
- ΔE to the lowest compared entry with this formula, charge and spin (eV) = 0.000

Atomic partial charges in e from the Mulliken method, atoms 1 to 99:
1 H 0.266
2 H 0.342
3 O -0.625
4 H 0.076
5 C -0.722
6 H -0.248
7 C -1.024
8 C 0.114
9 H 0.295
10 C 0.685
11 O -0.610
12 C -0.905
13 C -0.368
14 H 0.448
15 C -0.578
16 C -0.600
17 O -0.182
18 H 0.323
19 C -0.446
20 H 0.336
21 C -0.767
22 H 0.321
23 H 0.330
24 H 0.085
25 O -0.454
26 H 0.366
27 H 0.368
28 C -0.289
29 H 0.259
30 O -0.420
31 C -0.833
32 O -0.492
33 C -0.227
34 H 0.185
35 C 0.058
36 C 0.238
37 H 0.316
38 H 0.472
39 H 0.423
40 F -0.377
41 H 0.313
42 H -0.241
43 H 0.294
44 C 0.612
45 O -0.294
46 C 0.295
47 H 0.300
48 H 0.311
49 H 0.358
50 H 0.209
51 H 0.024
52 H 0.298
53 H 0.286
54 C -0.476
55 C -0.658
56 H 0.335
57 H 0.020
58 O -0.706
59 F -0.495
60 C -0.885
61 H -0.012
62 H 0.361
63 O -0.253
64 H 0.348
65 H 0.268
66 H 0.317
67 H 0.001
68 C -0.902
69 H -0.154
70 C -0.129
71 H -0.427
72 H 0.361
73 H 0.201
74 H 0.343
75 H 0.342
76 H 0.042
77 O -0.715
78 H 0.424
79 C -0.627
80 C -0.639
81 F -0.498
82 H 0.341
83 F -0.398
84 H 0.314
85 C -1.081
86 H -0.085
87 N 0.118
88 H -0.037
89 H 0.319
90 H 0.378
91 N 0.237
92 C -0.591
93 N 0.282
94 H 0.459
95 H 0.331
96 H 0.301
97 C -0.753
98 H 0.386
99 H -0.230